Entry 1:
The following is a quantum chemistry calculation of a molecular structure, C23H43F6N3O6PS4Ti, from the Open Molecules 2025 dataset.

Geometry as XYZ:
```
87
Properties=species:S:1:pos:R:3
C 4.1524 -0.3355 1.7833
H 3.4012 -2.7779 0.8728
H 3.7438 -0.3883 2.7941
H 1.9163 1.0188 -4.9702
F -1.5957 -5.4877 1.8137
H 1.0592 -0.6648 2.7198
H 4.5638 0.6660 1.6414
H 2.1753 -2.2240 2.0133
H -1.7379 -0.3648 3.4414
C 1.5521 1.6028 0.3425
C 2.4726 2.0812 -2.0703
F -5.8256 -4.2664 3.9048
N -2.3738 -2.8956 2.9588
H 2.0729 4.5431 -1.4191
H -3.5587 -0.2579 -0.8412
H -2.6192 2.6122 3.7474
H 3.0432 2.8405 -2.6171
O -2.4594 0.2694 -4.1351
H -1.2511 1.9041 -4.5495
Ti -0.6710 -0.0407 0.2898
H -0.3110 -0.2148 4.4669
C 2.0506 -0.0640 -4.9517
H 3.5289 3.2621 1.0092
C 1.5265 3.8839 -0.7379
H -2.8804 0.5240 -6.7459
S -1.0076 1.3167 -1.8131
O -4.2189 -1.8326 4.2364
O -0.5238 -1.9301 1.5396
C -1.1821 0.3191 4.0789
C 0.1354 1.2452 2.1523
H 4.3034 2.0104 0.0392
C -1.9806 1.0217 -6.3780
H 1.4465 4.3873 0.2272
C -4.5098 -4.3119 3.6319
H -2.6314 1.6951 2.2205
N -3.8152 -0.8244 -1.6458
F 0.0077 -4.4394 2.8254
F 0.0529 -4.6623 0.6782
C 2.2851 2.5512 -0.6249
H 4.1913 0.2453 -0.8999
H -0.1120 2.9970 0.8485
P -1.3680 -0.3328 -2.9994
C 1.0327 0.1721 2.0456
H 4.4250 -1.4835 -0.6790
H 1.3336 -1.7661 -3.8245
H 3.0070 1.1424 -2.1529
S -3.9147 -2.6463 3.0940
H 1.7805 -0.4620 -5.9328
C 3.6818 -0.6808 -0.6433
C 0.4241 2.0876 1.0636
H -0.5692 2.7474 5.1498
H -4.1759 -2.2960 -0.3199
H -1.7936 1.9069 -6.9944
H 2.9195 -0.8968 -1.3955
H 1.7728 -2.3519 0.3052
O -2.2333 -0.0279 0.7481
H -1.8214 0.5821 4.9266
C 3.6553 2.8840 -0.0083
S -1.6870 -2.8653 1.4871
C 3.0556 -0.6495 0.7498
C -2.1526 1.4089 -4.9192
O -4.6358 -2.4224 1.8686
C 1.9098 0.3569 0.9361
S -0.4002 -1.7584 -1.4036
H 1.5004 1.9675 -2.5462
H -2.9818 2.1179 -4.8088
H -4.6864 -0.5039 -2.0435
H 1.4512 -0.2898 -2.8858
H -1.1409 0.3345 -6.4750
C 0.0302 2.4901 4.2703
H 4.1605 3.6499 -0.6067
H 0.9409 1.9872 4.6054
O -0.1641 -0.3911 -4.1608
C 2.5641 -2.0844 1.0065
H 3.1065 -0.2792 -4.7664
H -1.7730 3.2385 2.3257
H 4.9700 -1.0600 1.7019
F -3.8857 -4.7374 4.7393
C 1.1896 -0.6820 -3.8670
N -3.9295 -2.2085 -1.3022
C -0.7698 1.5794 3.3225
H 0.5257 3.7295 -1.1438
C -0.7490 -4.4496 1.7251
C -2.0282 2.3263 2.8717
F -4.3293 -5.2359 2.6811
H -2.9841 -2.5756 -1.3860
H 0.3208 3.4139 3.7637
```

Calculated values
energy relative to the best compared isomer or geometry (same formula, charge and spin) = 163.69 kJ/mol
multiplicity = 2
total charge = -2
HOMO energy (spin up / spin down) = -0.771 / -2.206 eV

Here are the Löwdin charges for atoms 1 to 2, given in e: number 1, C, carries -0.049; number 2, H, carries 0.082

***

Entry 2:
The following is a quantum chemistry calculation of 2 unconnected molecules or ions with the total composition C26H25BN at a distorted geometry, from the Open Molecules 2025 dataset.

Geometry as XYZ:
```
53
Properties=species:S:1:pos:R:3
C -2.1687 0.3115 4.0519
H 0.9520 0.6638 -5.6524
H -0.5564 4.2019 -2.2725
H 0.1248 -0.9762 0.2561
C -1.7115 2.6311 0.5326
C 1.9661 0.6432 -5.2281
H 1.2952 -0.4802 -3.5043
H 5.0183 2.0943 -5.4668
C -1.1224 -5.1367 1.5563
C -0.5622 -4.8644 -0.7938
H -2.5626 2.6520 1.2194
C -0.7405 -0.5936 1.9245
C -0.9569 -5.6851 0.2771
C -0.6189 3.4782 -1.4604
C -0.4280 -3.4838 -0.5921
C -0.7388 -2.9104 0.6444
B 3.3944 -0.7845 -2.1898
C -1.4587 2.5895 3.6960
H 1.0596 0.7610 -0.2387
C -1.0160 -3.7384 1.7553
C -2.7032 0.6587 5.2936
H -1.2889 -5.7985 2.4086
H 5.2272 0.9697 -3.2222
H -3.1926 -0.1042 5.8991
H -2.2594 -0.7268 3.7372
C -1.9849 2.9309 4.9423
H -1.0527 -6.7625 0.1233
H 2.9874 1.6236 -6.8954
H -1.5258 -0.9477 -0.0332
H -1.9154 3.9556 5.3035
H 1.1514 2.4012 -2.0579
C -0.9197 0.7845 1.9652
C 0.2887 1.5463 -0.2762
H -0.1240 -2.8246 -1.4122
C 4.2300 1.4419 -5.1071
H -3.0868 2.2573 6.7054
H 3.4924 -1.9712 -2.3848
C 0.3447 2.4764 -1.3233
C -0.7637 -1.3509 0.6746
H -1.1579 -3.3177 2.7588
H -0.9477 3.3394 3.0968
C -0.7210 1.6516 0.7396
H -2.4419 4.2675 -0.6316
H 2.9788 -0.2825 -1.1489
N 3.3546 0.0240 -3.4012
C 2.1282 0.0249 -4.0119
H -0.3221 -5.2913 -1.7713
H -0.5647 -1.1934 2.8241
C 3.0680 1.2227 -5.8811
C -1.6549 3.5271 -0.5337
C -1.5195 1.2688 3.2252
C 4.3588 0.8430 -3.8667
C -2.6321 1.9829 5.7462
```

Calculated values
total charge = +1
HOMO energy = -9.664 eV

Here are the Löwdin charges for atoms 1 to 2, given in e: number 1, C, carries -0.036; number 2, H, carries 0.141

***

Entry 3:
The following is a quantum chemistry calculation of a molecular structure, C26H39GaN7O3P2S2 at a distorted geometry, from the Open Molecules 2025 dataset.

Geometry as XYZ:
```
80
Properties=species:S:1:pos:R:3
N 1.7952 -3.0117 -4.7571
C -7.2776 -3.0443 2.2576
H -0.0678 -0.8495 -4.7393
C -6.9395 -4.9353 1.0873
O 0.2537 3.9818 0.3358
H 4.6554 -9.5835 -2.7479
P -0.0168 2.9248 -0.6686
H -2.2485 -3.3275 2.4404
C 3.7895 -9.0486 -3.1009
C -1.4874 0.1659 -2.8153
H 3.6144 -1.4126 -6.8983
N 2.2791 8.3572 6.8495
C 1.8655 -8.5278 -4.1398
C -0.2665 -1.6111 1.9605
C -2.5756 -2.7236 1.5957
O 0.3006 3.4597 -2.1620
H -6.9052 -5.9717 0.7967
N 3.9400 -2.6825 -5.1905
Ga -0.5441 -0.6125 -1.2037
H 0.6022 -1.8320 1.3366
H -2.8295 -0.2573 -4.4361
H 2.0610 11.1312 8.5350
H -2.7268 -3.3664 0.7296
H 3.8170 5.1591 2.7055
C -1.0410 -1.3199 -4.8650
C 1.5508 9.4390 7.2535
H -0.1235 -0.6104 2.3670
H -6.4611 -1.8129 0.7473
C 0.6516 -3.5089 -4.1340
H 0.2743 -1.9453 -1.4736
C 3.0959 5.9341 2.9003
H 0.9942 -1.8203 -6.3852
N 2.3065 -7.4421 -3.4395
H -2.3191 0.7383 -2.3994
N -1.8439 -0.9016 0.1959
H 3.9796 -7.0192 -2.1930
C -7.4389 -4.4037 2.3089
C 1.8607 -2.1815 -5.8668
H 0.1012 7.0834 2.4441
P 1.0194 1.0751 -0.3753
C 2.7650 -9.5452 -3.9525
H -0.4984 3.5328 -2.6955
H 4.4738 9.8892 8.6981
C 1.9269 7.7376 3.5536
O -1.5803 2.5564 -0.6511
H -7.8612 -4.9564 3.1313
H 4.0560 7.4218 4.1864
C 3.1877 7.0851 3.6436
H -1.3677 -1.0822 -5.8789
H 4.2587 7.6516 7.1854
H -7.5179 -2.2755 2.9713
C -1.5603 -1.6598 1.1636
H 2.0689 1.2147 -1.3097
C 3.6102 9.5585 8.1458
H 1.9473 7.6301 6.2377
H -0.8118 0.8836 -3.2910
H 0.5315 9.5709 6.9337
N 1.8426 5.8702 2.3704
H 3.4035 -3.9038 -3.5919
H -2.5888 -1.6382 -3.3980
C 3.5318 8.4192 7.3875
H -2.0678 3.3160 -0.3053
C 3.1696 -1.9909 -6.1070
C -2.0710 -0.7933 -3.8540
H -0.2699 -2.3159 2.7921
N -6.7041 -2.7365 1.0553
H 1.6441 8.6708 4.0137
C 3.1014 -3.2723 -4.4072
H 0.9527 -8.4857 -4.7088
H 2.6963 -10.5332 -4.3764
C 2.3486 10.2079 8.0605
C -6.4982 -3.8788 0.3366
S -0.8841 -3.1464 -4.9126
H 1.4935 5.1305 1.7733
H -6.0496 -3.8411 -0.6410
C 3.4741 -7.7483 -2.8028
S 0.6968 -4.4272 -2.7999
C 1.1217 6.9566 2.7610
H 1.8428 -6.5470 -3.3977
H -3.5094 -2.2112 1.8245
```

Calculated values
total charge = -1
HOMO energy = -4.705 eV

Here are the Löwdin charges for atoms 1 to 2, given in e: number 1, N, carries -0.123; number 2, C, carries -0.149

***

Entry 4:
The following is a quantum chemistry calculation of 2 unconnected molecules or ions with the total composition C5H16N at a distorted geometry, from the Open Molecules 2025 dataset.

Geometry as XYZ:
```
22
Properties=species:S:1:pos:R:3
H -2.6918 0.0171 0.5587
H -0.6996 0.4154 -2.8435
H -0.9413 -1.5407 0.3692
H 0.3977 -2.2761 2.2348
C -2.0426 -0.0342 1.4230
C 0.7341 1.0169 -1.3169
H 2.6359 2.0769 -1.3367
H 2.6973 0.6543 -0.3113
H -1.7520 0.9728 1.7162
H -0.2381 -1.1741 3.2427
N -0.4570 -1.7426 2.4205
H -1.2251 -2.3864 2.6306
H 0.3759 1.7621 -3.3442
H 0.9688 0.0730 -3.1984
C -0.7931 -0.8852 1.2213
H 0.0593 -0.2458 1.0425
C 2.2953 1.0452 -1.2442
H 0.3861 0.1239 -0.7869
H 0.3063 1.9152 -0.8681
H 2.6531 0.4659 -2.0834
C 0.3096 0.8303 -2.7853
H -2.6765 -0.4368 2.2185
```

Calculated values
energy relative to the best compared isomer or geometry (same formula, charge and spin) = 41.39 kJ/mol
total charge = +1
HOMO energy = -14.345 eV

Here are the Löwdin charges for atoms 1 to 2, given in e: number 1, H, carries 0.091; number 2, H, carries 0.066